{"formula": "C32H42BBrO16PS", "method": "the ωB97M-V functional and the def2-TZVPD basis", "total_charge": -1, "total_energy_ha": -5786.75996, "gap_ev": 3.74, "lumo_ev": -0.17, "symbols": ["C", "C", "B", "O", "C", "C", "C", "O", "C", "C", "C", "C", "C", "C", "C", "C", "O", "C", "C", "O", "O", "O", "S", "O", "O", "C", "Br", "C", "C", "C", "O", "C", "C", "O", "C", "C", "C", "C", "C", "P", "O", "O", "H", "H", "H", "H", "H", "H", "H", "H", "H", "H", "H", "H", "H", "H", "H", "H", "H", "H", "H", "H", "H", "H", "H", "H", "H", "H", "H", "H", "H", "H", "H", "H", "H", "H", "H", "H", "H", "H", "C", "C", "C", "O", "C", "C", "C", "O", "O", "O", "H", "H", "H", "H"], "positions_angstrom": [[-3.0141, -0.9112, -3.3545], [-1.6342, -1.0474, -2.6526], [-1.5550, -0.2001, -1.3148], [-2.2418, 0.9689, -1.5185], [-0.7810, -0.4696, 0.0907], [0.5093, 0.4258, -0.0495], [0.4974, 1.6988, -0.8881], [0.9187, 1.6774, -2.0214], [0.0790, 3.0461, -0.3747], [0.5216, 3.5648, 0.8441], [0.0599, 4.8076, 1.2552], [-0.8385, 5.5496, 0.4958], [-1.2589, 5.0491, -0.7344], [-0.7968, 3.8070, -1.1506], [-1.7246, -0.0559, 1.2724], [-1.3049, 1.2508, 1.9907], [-2.0502, 1.3511, 3.2168], [-1.2192, 1.4651, 4.3438], [-3.1987, 0.1675, 0.8388], [-3.6739, 1.3179, 0.9586], [-3.7843, -0.7741, 0.2763], [-1.7041, -0.9581, 2.4415], [-2.1014, -2.4676, 2.3280], [-1.5893, -3.0899, 3.5253], [-3.4838, -2.8015, 2.2069], [-1.1412, -3.0235, 0.8268], [-2.5647, -3.3928, -0.4782], [-0.5831, -4.4106, 1.2094], [-0.5489, -5.5559, 0.1634], [-1.6844, -6.5616, 0.3797], [-2.0079, -7.2928, -0.8113], [-2.9792, -6.7148, -1.5749], [-4.3954, -6.6707, -1.0824], [-2.6822, -6.2373, -2.6253], [-0.1207, -1.9202, 0.3126], [0.5749, -2.4754, -0.9685], [2.0199, -3.0095, -1.0115], [2.2559, -3.2780, -2.5355], [2.4098, -4.3291, -0.3407], [1.2039, -1.8648, 1.6602], [2.6478, -1.0571, 1.5773], [1.0181, -2.4723, 3.1469], [-3.7711, -0.9501, -2.5673], [-3.1245, 0.0476, -3.8519], [-3.1790, -1.7655, -4.0089], [-1.4132, -2.1065, -2.6064], [-0.9010, -0.6002, -3.3428], [-2.1765, 1.5947, -0.7828], [0.9795, 0.6802, 0.9036], [1.2745, -0.1522, -0.5706], [1.2173, 2.9928, 1.4439], [0.3959, 5.1980, 2.2091], [-1.2231, 6.5035, 0.8278], [-1.9534, 5.5859, -1.3643], [-1.1166, 3.3746, -2.0912], [-0.2704, 1.1963, 2.3365], [-1.5697, 2.1311, 1.4196], [-1.8581, 1.7763, 5.1722], [-0.4334, 2.2199, 4.2337], [-0.8251, 0.4739, 4.6066], [0.3570, -4.4021, 1.7477], [-1.3018, -4.8123, 1.9301], [-0.4407, -5.2733, -0.8790], [0.3520, -6.1290, 0.4007], [-1.4631, -7.2263, 1.2129], [-2.5713, -5.9957, 0.6762], [-4.9705, -6.0343, -1.7467], [-4.4828, -6.2266, -0.0901], [-4.8591, -7.6557, -1.0326], [0.6609, -1.6412, -1.6711], [-0.0535, -3.1718, -1.5188], [2.8005, -2.2724, -0.8067], [1.4962, -3.9522, -2.9285], [3.2525, -3.6952, -2.6740], [2.2178, -2.3191, -3.0560], [3.4748, -4.4776, -0.5528], [1.9163, -5.1593, -0.8436], [2.3360, -4.3523, 0.7424], [2.9162, -0.6553, 0.7503], [0.8029, -1.8258, 3.8344], [4.9476, 6.3044, -0.4565], [3.6176, 6.3217, -0.6434], [2.8298, 7.6051, -0.5914], [1.6326, 7.5556, -0.7887], [3.5453, 8.8400, -0.3039], [4.8697, 8.8150, -0.1152], [5.6592, 7.5385, -0.1934], [6.8652, 7.6044, -0.0272], [5.5813, 9.9075, 0.1522], [2.9198, 5.2245, -0.8839], [5.5240, 5.3911, -0.4936], [2.9693, 9.7531, -0.2523], [6.5057, 9.6047, 0.2389], [1.9864, 5.5060, -0.9773]], "atomic_forces_ev_per_a": [[0.1, -0.2, 1.1], [0.0, 0.1, -0.7], [-1.3, -0.6, -0.7], [1.2, 0.4, 0.4], [0.6, -0.3, -0.4], [0.4, 0.6, 0.0], [0.1, 0.5, -0.2], [0.1, -0.4, -0.5], [-0.3, 0.2, 0.6], [-0.2, 0.0, -0.5], [0.2, 0.2, 0.4], [-0.1, -0.3, -0.5], [0.3, -0.4, 0.3], [0.1, -0.2, -0.3], [0.1, 1.5, 1.0], [-0.5, -0.7, 1.5], [0.2, 0.6, -0.3], [-0.7, -0.4, 0.2], [-2.0, 0.5, -1.2], [0.9, 0.1, 0.4], [1.0, -0.6, 0.2], [0.1, -0.7, -0.8], [-0.8, -1.5, 1.6], [1.1, 0.6, -0.2], [-0.1, 0.8, -0.8], [-0.2, 0.1, 0.1], [0.3, 0.1, -0.3], [-0.7, -1.1, -0.1], [0.9, -0.6, 0.4], [-0.9, 1.1, -0.1], [0.1, -0.5, 0.6], [0.1, 0.6, 0.0], [-0.4, 0.1, 0.5], [0.2, -0.1, -0.9], [-0.9, 0.2, 0.6], [0.9, 1.0, -0.2], [0.3, -1.1, -1.2], [0.1, 0.6, 0.6], [0.6, 0.2, -0.1], [0.7, -2.4, -1.0], [0.3, 0.7, 0.8], [0.5, 0.9, 0.4], [-0.2, 0.0, -0.2], [0.0, -0.1, -0.2], [0.0, 0.2, -0.3], [0.2, 0.1, 0.2], [0.2, -0.1, 0.1], [-0.7, 0.0, 0.1], [-0.4, -0.1, 0.2], [-0.2, -0.1, -0.2], [0.0, 0.1, 0.1], [0.0, 0.0, 0.0], [0.1, 0.0, 0.2], [0.0, 0.1, 0.1], [-0.1, 0.1, 0.0], [0.3, 0.1, -0.6], [0.3, -0.1, -0.3], [0.0, 0.0, 0.0], [0.1, -0.1, -0.1], [0.4, 0.1, 0.0], [0.1, 0.6, -0.1], [0.1, 0.3, 0.3], [-0.3, 0.1, 0.0], [0.2, 0.2, -0.2], [0.1, -0.4, -0.3], [0.0, -0.1, 0.1], [0.0, -0.1, -0.2], [0.2, -0.1, 0.1], [0.2, -0.1, -0.1], [-0.4, 0.1, 0.1], [-0.2, -0.2, 0.4], [-0.4, 0.3, 0.6], [0.1, -0.1, -0.1], [0.0, -0.1, -0.1], [-0.1, -0.1, -0.3], [0.0, 0.0, 0.0], [-0.2, -0.1, 0.3], [-0.4, 0.0, 0.0], [-0.4, -0.1, -0.2], [-0.4, 0.0, 0.0], [0.2, 0.1, 0.0], [0.3, -0.3, 0.0], [0.0, 0.4, 0.1], [0.0, -0.2, 0.0], [-0.1, 0.0, 0.0], [-0.2, 0.3, 0.0], [0.0, -0.5, -0.1], [0.0, 0.3, 0.1], [0.2, -0.2, 0.0], [-0.2, 0.4, 0.0], [0.0, 0.0, 0.0], [0.0, 0.0, 0.0], [0.0, 0.0, 0.0], [-0.1, -0.2, 0.0]]}